Computed, not measured: a cluster of 2 separate species, C3H5NO2 in total, with ωB97M-V/def2-TZVPD.

Element x y z (Å)
C (2.153, -0.809, -0.512)
N (1.011, -0.049, -0.085)
C (0.521, 0.507, 0.855)
O (-0.075, 1.083, 1.695)
H (3.078, -0.251, -0.336)
H (2.204, -1.763, 0.022)
H (2.064, -1.011, -1.581)
C (-2.735, 0.573, -0.010)
O (-3.761, 0.728, -0.623)
H (-1.809, 0.209, -0.499)
H (-2.652, 0.783, 1.073)

Summary:
lowest unoccupied orbital energy: 0.49 eV
E_tot: -322.51165 hartree
relative energy (zero: lowest compared OMol25 entry of this formula, charge and spin): 1.706 eV
total charge: 0
HOMO level: -9.94 eV
HOMO-LUMO gap: 10.4 eV

=====

Computed, not measured: the molecule C3H5NO2, with ωB97M-V/def2-TZVPD.

Element x y z (Å)
N (-2.222, 0.365, -0.648)
C (-1.076, 0.541, -0.602)
C (0.333, 0.683, -0.179)
O (0.540, 1.675, 0.763)
C (0.630, -0.773, 0.218)
O (0.019, -1.549, -0.779)
H (0.932, 0.945, -1.044)
H (0.011, 1.464, 1.539)
H (1.710, -0.942, 0.228)
H (0.221, -0.986, 1.217)
H (-1.099, -1.422, -0.714)

Summary:
lowest unoccupied orbital energy: 0.64 eV
E_tot: -322.48832 hartree
relative energy (zero: lowest compared OMol25 entry of this formula, charge and spin): 2.341 eV
total charge: 0
HOMO level: -10.69 eV
HOMO-LUMO gap: 11.3 eV

=====

Computed, not measured: the molecule C3H5NO2, with ωB97M-V/def2-TZVPD.

Element x y z (Å)
C (0.831, -0.468, -0.556)
C (-0.829, 0.762, 1.111)
C (-0.527, -0.151, -0.162)
N (2.500, -1.073, -1.492)
O (1.794, -1.405, -0.337)
O (1.430, -0.150, -1.746)
H (-1.774, 1.270, 0.896)
H (-0.142, 1.530, 1.226)
H (-1.074, 0.300, 2.128)
H (-1.029, 0.487, -0.999)
H (-1.180, -1.102, -0.070)

Summary:
lowest unoccupied orbital energy (alpha / beta): 0.38 / 0.38 eV
E_tot: -322.34615 hartree
relative energy (zero: lowest compared OMol25 entry of this formula, charge and spin): 6.209 eV
total charge: 0
HOMO level (alpha / beta): -8.56 / -8.56 eV
HOMO-LUMO gap (alpha / beta): 8.9 / 8.9 eV

=====

Computed, not measured: a structure of composition C3H5NO2, with ωB97M-V/def2-TZVPD.

Element x y z (Å)
O (-1.247, -1.497, -0.324)
C (-0.086, -0.811, 0.123)
C (0.777, -0.095, -0.950)
N (0.729, 1.154, -0.184)
C (-0.064, 0.623, 0.660)
O (-0.528, 1.359, 1.677)
H (-2.038, -0.964, -0.177)
H (0.494, -1.499, 0.753)
H (1.795, -0.457, -1.083)
H (0.265, 0.007, -1.907)
H (-0.097, 2.181, 1.412)

Summary:
lowest unoccupied orbital energy: 0.70 eV
E_tot: -322.49048 hartree
relative energy (zero: lowest compared OMol25 entry of this formula, charge and spin): 2.282 eV
total charge: 0
HOMO level: -10.12 eV
HOMO-LUMO gap: 10.8 eV

=====

Computed, not measured: a cluster of 2 separate species, C3H5NO2 in total, with ωB97M-V/def2-TZVPD.

Element x y z (Å)
N (0.328, -0.408, 1.810)
C (0.230, -0.485, 0.439)
O (1.459, -0.572, -0.128)
C (-0.920, -0.505, -0.263)
C (0.257, 1.367, -1.971)
O (-0.582, 2.063, -2.288)
H (-0.523, -0.210, 2.312)
H (1.163, 0.026, 2.172)
H (-1.869, -0.284, 0.207)
H (-0.929, -0.846, -1.291)
H (1.387, -0.146, -0.998)

Summary:
lowest unoccupied orbital energy: 0.96 eV
E_tot: -322.52182 hartree
relative energy (zero: lowest compared OMol25 entry of this formula, charge and spin): 1.429 eV
total charge: 0
HOMO level: -8.16 eV
HOMO-LUMO gap: 9.1 eV

=====

Computed, not measured: the molecule C3H5NO2, with ωB97M-V/def2-TZVPD.

Element x y z (Å)
H (2.267, 1.153, 0.432)
N (1.432, 0.575, 0.430)
C (1.259, 0.011, -0.686)
O (0.198, -0.776, -0.943)
C (-0.763, -0.853, 0.109)
C (-1.299, 0.530, 0.440)
O (-1.633, 0.880, 1.542)
H (1.883, 0.084, -1.579)
H (-0.357, -1.325, 1.008)
H (-1.574, -1.464, -0.303)
H (-1.413, 1.184, -0.451)

Summary:
lowest unoccupied orbital energy: 0.85 eV
E_tot: -322.51447 hartree
relative energy (zero: lowest compared OMol25 entry of this formula, charge and spin): 1.629 eV
total charge: 0
HOMO level: -9.87 eV
HOMO-LUMO gap: 10.7 eV

=====

Repeat the sixth record exactly.
Computed, not measured: the molecule C3H5NO2, with ωB97M-V/def2-TZVPD.

Element x y z (Å)
H (2.267, 1.153, 0.432)
N (1.432, 0.575, 0.430)
C (1.259, 0.011, -0.686)
O (0.198, -0.776, -0.943)
C (-0.763, -0.853, 0.109)
C (-1.299, 0.530, 0.440)
O (-1.633, 0.880, 1.542)
H (1.883, 0.084, -1.579)
H (-0.357, -1.325, 1.008)
H (-1.574, -1.464, -0.303)
H (-1.413, 1.184, -0.451)

Summary:
lowest unoccupied orbital energy: 0.85 eV
E_tot: -322.51447 hartree
relative energy (zero: lowest compared OMol25 entry of this formula, charge and spin): 1.629 eV
total charge: 0
HOMO level: -9.87 eV
HOMO-LUMO gap: 10.7 eV

=====

Question: relative energy (zero: lowest compared OMol25 entry of this formula, charge and spin) of number 6 (C3H5NO2)?
Answer: 1.629 eV

=====

Question: Look up the relative energy (zero: lowest compared OMol25 entry of this formula, charge and spin) of the first one.
Answer: 1.706 eV

=====

Question: Look up the relative energy (zero: lowest compared OMol25 entry of this formula, charge and spin) of the third one.
Answer: 6.209 eV